Record 1
The following is a DFT calculation (wB97M-V/def2-TZVPD) of a 3-piece molecular cluster, C4H5BrN2O2S overall.

Structure (XYZ):
```
15
Properties=species:S:1:pos:R:3:forces:R:3
C 0.445 -0.286 0.182 3.47 2.28 0.07
C 4.530 -2.095 1.668 -1.50 -0.22 -1.04
C 2.745 0.791 0.144 -0.33 0.06 1.58
C 2.829 -0.698 0.018 -1.43 0.18 0.22
N 1.577 -1.148 0.044 1.44 0.04 0.49
N -0.666 -0.653 -0.119 -4.67 -0.61 -0.60
O 3.990 -3.057 1.254 1.45 1.09 1.13
O 4.941 -1.064 2.027 0.21 -1.13 0.09
S 1.059 1.375 0.516 -0.48 -1.02 0.19
Br -3.167 -1.970 -2.920 0.90 0.42 2.55
H 3.425 1.286 0.841 0.15 -0.54 -0.15
H 2.920 1.161 -0.810 0.82 0.70 -1.93
H 1.408 -2.147 -0.002 -0.19 0.07 -0.21
H -2.631 -1.738 -1.460 -0.79 -0.43 -2.52
H -1.388 0.105 -0.102 0.94 -0.90 0.12
```
Forces are in eV/Å.

Calculated values
Charge = 0
2S+1 = 1
Orbital gap = 9.7 eV

Here are the Löwdin charges for atoms 1 to 8, given in e:
1. C -0.72
2. C -0.44
3. C -0.48
4. C -0.05
5. N 0.01
6. N 0.10
7. O 0.16
8. O 0.18


Record 2
The following is a DFT calculation (wB97M-V/def2-TZVPD) of C4H5BrN2S as an isolated structure.

Structure (XYZ):
```
13
Properties=species:S:1:pos:R:3:forces:R:3
C 0.102 -2.177 1.117 0.24 1.05 -3.34
C 0.078 -1.732 -0.009 0.53 0.47 0.11
C -0.673 1.182 0.068 -1.90 -2.24 -1.17
C 0.174 -0.986 -1.270 -1.09 2.09 2.25
N -0.687 2.259 0.840 -0.01 -0.44 0.10
N 0.335 0.809 -0.773 0.56 -2.74 -0.52
S -2.084 0.207 -0.029 0.12 1.30 0.35
Br 2.103 1.006 -0.064 -0.48 0.21 -0.19
H -0.280 -2.610 1.946 -0.50 -1.10 2.39
H -0.807 -1.030 -1.824 1.62 0.20 0.24
H 1.138 -1.107 -1.710 0.32 0.01 -0.84
H 0.162 2.748 1.033 0.18 0.30 0.40
H -1.475 2.151 1.470 0.41 0.89 0.21
```
Forces are in eV/Å.

Calculated values
Charge = 0
2S+1 = 1
Orbital gap = 7.7 eV

Here are the Löwdin charges for atoms 1 to 8, given in e:
1. C 0.12
2. C -0.23
3. C -0.99
4. C -0.13
5. N 0.08
6. N -0.43
7. S 0.62
8. Br 0.66


Record 3
The following is a DFT calculation (wB97M-V/def2-TZVPD) of one molecule with the formula C4H5BrN4O.

Structure (XYZ):
```
15
Properties=species:S:1:pos:R:3:forces:R:3
C -1.642 -1.814 -0.232 0.11 0.18 0.07
O -0.608 -1.530 -1.162 -0.09 0.00 -0.09
C 0.598 -1.173 -0.575 0.09 0.08 0.00
C 0.636 0.264 -0.094 -0.08 -0.06 -0.04
N -0.475 0.995 -0.154 0.12 0.26 0.08
N -0.399 2.248 0.248 0.04 -0.35 -0.06
C 0.783 2.657 0.676 -0.02 0.47 0.08
Br 0.897 4.454 1.238 -0.01 -0.22 -0.06
N 1.899 1.946 0.753 -0.04 -0.41 -0.10
N 1.814 0.697 0.355 0.02 0.29 0.09
H -2.587 -1.616 -0.729 -0.06 -0.09 -0.03
H -1.590 -2.854 0.092 -0.01 -0.12 0.00
H -1.581 -1.164 0.643 -0.04 0.00 0.01
H 1.384 -1.285 -1.322 0.00 0.00 -0.05
H 0.870 -1.825 0.262 -0.01 -0.03 0.10
```
Forces are in eV/Å.

Calculated values
Charge = 0
Structure (SMILES) = COCc1nnc(Br)nn1
2S+1 = 1
Orbital gap = 8.8 eV

Here are the Löwdin charges for atoms 1 to 8, given in e:
1. C -0.10
2. O -0.17
3. C -0.19
4. C -0.29
5. N 0.13
6. N 0.04
7. C -0.83
8. Br 0.75


Record 4
The following is a DFT calculation (wB97M-V/def2-TZVPD) of one molecule with the formula C4H5BrO.

Structure (XYZ):
```
11
Properties=species:S:1:pos:R:3:forces:R:3
C 0.055 0.823 0.560 -2.92 -3.54 5.05
C 0.862 -0.466 0.472 3.37 1.36 -1.36
C 0.430 -1.127 -0.765 -1.15 1.88 -2.23
C -1.044 0.639 -0.421 2.73 0.00 -3.75
O 0.226 -1.678 0.405 -1.84 -2.65 1.97
Br -2.791 0.219 0.007 -0.16 -0.05 0.18
H -0.350 0.937 1.683 0.80 0.05 -2.28
H 0.626 1.618 0.344 2.15 2.86 -0.76
H 1.954 -0.635 0.695 -1.26 0.89 0.50
H 0.885 -1.668 -1.638 -0.58 0.63 0.94
H -0.853 1.339 -1.342 -1.14 -1.44 1.74
```
Forces are in eV/Å.

Calculated values
Charge = 0
2S+1 = 1
Orbital gap (spin up / spin down) = 8.3 / 8.4 eV

Here are the Löwdin charges for atoms 1 to 8, given in e:
1. C -0.25
2. C -0.30
3. C -0.09
4. C -0.67
5. O 0.01
6. Br 0.70
7. H 0.15
8. H 0.06


Record 5
The following is a DFT calculation (wB97M-V/def2-TZVPD) of one molecule with the formula C4H5BrO.

Structure (XYZ):
```
11
Properties=species:S:1:pos:R:3:forces:R:3
C 1.070 2.355 0.215 0.06 0.19 -0.50
C 0.791 1.261 -0.200 -0.59 -0.52 0.80
C 0.269 -0.039 -0.646 0.72 -2.80 0.79
C -1.004 -0.691 0.273 3.17 3.83 -1.55
O -1.232 -1.971 -0.094 2.63 1.68 -2.48
Br -2.471 0.658 0.006 -0.03 -0.86 0.30
H 1.302 3.389 0.396 -0.02 -0.49 0.14
H 0.271 0.049 -1.763 -1.14 -0.52 0.87
H 0.977 -0.948 -0.450 -0.50 1.91 -0.34
H -0.586 -0.515 1.299 -0.96 -0.40 -0.61
H -1.884 -2.255 0.449 -3.34 -2.00 2.59
```
Forces are in eV/Å.

Calculated values
Charge = 0
Structure (SMILES) = C#CC[C@H](O)Br
2S+1 = 1
Orbital gap = 10.5 eV

Here are the Löwdin charges for atoms 1 to 8, given in e:
1. C 0.10
2. C -0.20
3. C -0.22
4. C -0.71
5. O -0.01
6. Br 0.60
7. H 0.03
8. H 0.12


Record 6
The following is a DFT calculation (wB97M-V/def2-TZVPD) of one molecule with the formula C4H5Cl2NS.

Structure (XYZ):
```
13
Properties=species:S:1:pos:R:3:forces:R:3
C -1.898 -0.576 0.350 -1.17 -1.95 3.22
N -0.727 -0.539 -0.451 2.38 0.09 -0.46
C -0.024 0.742 -0.501 -1.40 2.08 1.04
C 1.403 0.663 -0.196 2.00 -0.66 0.74
Cl 2.322 2.057 0.117 0.10 1.22 -0.24
C 2.009 -0.490 0.018 -3.45 -1.99 -1.03
Cl 3.616 -0.940 0.228 -0.22 0.00 0.20
S 0.543 -1.775 -0.272 0.89 0.88 0.40
H -2.294 -1.684 0.416 0.21 2.27 -0.97
H -1.747 -0.466 1.517 0.12 0.57 -1.88
H -2.625 0.216 -0.010 0.64 -1.31 0.36
H -0.380 1.559 0.221 -0.26 -1.38 -0.43
H -0.198 1.231 -1.439 0.15 0.18 -0.97
```
Forces are in eV/Å.

Calculated values
Charge = 0
Structure (SMILES) = CN1CC(Cl)=C(Cl)S1
2S+1 = 1
Orbital gap = 8.7 eV

Here are the Löwdin charges for atoms 1 to 8, given in e:
1. C -0.20
2. N -0.51
3. C -0.30
4. C -0.84
5. Cl 0.71
6. C -0.96
7. Cl 0.69
8. S 0.86


Record 7
The following is a DFT calculation (wB97M-V/def2-TZVPD) of one molecule with the formula C4H5Cl3O.

Structure (XYZ):
```
13
Properties=species:S:1:pos:R:3:forces:R:3
C 0.796 -0.234 1.301 0.04 -0.79 -0.59
C 0.741 0.064 -0.217 4.59 -1.79 2.06
Cl 1.058 1.670 -0.490 0.85 3.67 -0.44
Cl 2.281 -0.747 -1.028 -1.28 -0.41 0.32
C -0.486 -0.249 -0.876 -0.57 -1.04 -2.37
Cl -0.984 -1.857 -0.555 -0.95 -2.17 0.30
C -1.570 0.677 -0.353 -0.62 1.09 -2.64
O -1.887 1.659 -0.998 -0.18 -1.44 1.79
H 0.107 0.660 1.584 1.64 -1.61 0.96
H 2.012 -0.306 1.649 -4.03 0.52 -0.62
H 0.175 -1.242 1.387 1.82 2.06 0.59
H -0.220 -0.321 -1.954 -0.94 1.16 0.49
H -2.022 0.226 0.549 -0.37 0.75 0.16
```
Forces are in eV/Å.

Calculated values
Charge = 0
Structure (SMILES) = CC(Cl)(Cl)[C@@H](Cl)C=O
2S+1 = 1
Orbital gap = 10.4 eV

Here are the Löwdin charges for atoms 1 to 8, given in e:
1. C -0.16
2. C -1.33
3. Cl 0.78
4. Cl 0.49
5. C -0.84
6. Cl 0.75
7. C -0.31
8. O 0.06


Record 8
The following is a DFT calculation (wB97M-V/def2-TZVPD) of C4H5ClFP as an isolated structure.

Structure (XYZ):
```
12
Properties=species:S:1:pos:R:3:forces:R:3
C 0.924 0.059 0.403 -1.35 0.49 -0.16
C 1.013 0.181 -0.945 -4.40 0.02 2.80
C -0.617 0.157 0.591 1.74 1.13 -0.07
C -0.894 0.255 -0.871 4.19 0.24 -1.75
F -2.939 1.891 -1.577 2.07 0.08 0.07
P -1.222 1.937 -1.525 -2.30 -0.94 1.57
Cl -0.864 1.581 -3.424 0.23 -0.17 -1.74
H 1.631 -0.154 1.221 -0.01 0.15 -0.71
H 1.765 0.048 -1.665 0.77 0.03 -0.94
H -1.016 -0.737 0.940 -0.72 -1.64 1.02
H -1.121 0.971 1.092 0.50 0.37 0.82
H -1.165 -0.717 -1.250 -0.73 0.25 -0.90
```
Forces are in eV/Å.

Calculated values
Charge = 0
2S+1 = 1
Orbital gap = 10.6 eV

Here are the Löwdin charges for atoms 1 to 8, given in e:
1. C -0.10
2. C 0.01
3. C -0.26
4. C -0.43
5. F -0.42
6. P 0.53
7. Cl 0.27
8. H 0.09


Record 9
The following is a DFT calculation (wB97M-V/def2-TZVPD) of one molecule with the formula C4H5ClN2.

Structure (XYZ):
```
12
Properties=species:S:1:pos:R:3:forces:R:3
N -1.956 -1.986 -0.719 0.63 -0.28 -0.01
C -1.086 -1.278 -0.452 -1.67 0.36 -0.76
C -0.313 -0.167 -0.021 1.90 -0.27 4.17
N -0.503 0.035 1.587 0.53 1.69 -3.47
C 0.195 1.017 -0.833 1.66 -2.96 3.87
C 1.155 -0.122 -0.437 0.67 -0.69 -2.06
Cl 2.550 0.185 0.584 -0.55 0.15 0.43
H -1.126 0.836 1.584 0.03 0.15 0.39
H -1.014 -0.675 2.074 -0.23 -1.01 -0.46
H 0.455 1.888 -0.322 -0.17 1.31 1.01
H 0.062 1.108 -1.805 -1.25 0.31 -4.31
H 1.581 -0.840 -1.238 -1.53 1.26 1.20
```
Forces are in eV/Å.

Calculated values
Charge = 0
Structure (SMILES) = N#C[C@]1(N)C[C@H]1Cl
2S+1 = 1
Orbital gap = 11.0 eV

Here are the Löwdin charges for atoms 1 to 8, given in e:
1. N 0.17
2. C -0.18
3. C -0.39
4. N 0.09
5. C -0.03
6. C -0.65
7. Cl 0.60
8. H 0.06


Record 10
The following is a DFT calculation (wB97M-V/def2-TZVPD) of one molecule with the formula C4H5ClN2O.

Structure (XYZ):
```
13
Properties=species:S:1:pos:R:3:forces:R:3
C 0.069 -1.459 -1.004 -0.85 1.48 0.06
C 0.435 -0.266 -0.098 -1.06 -0.10 0.12
Cl 1.418 -0.879 1.233 0.62 0.04 0.75
C 1.173 0.792 -0.811 -0.35 -1.28 0.54
N 1.761 1.633 -1.307 0.46 0.81 -0.52
C -0.897 0.544 0.519 2.43 -2.31 -1.75
N -0.579 1.373 1.494 -2.90 0.28 -0.35
O -1.969 0.351 0.028 -0.77 0.02 -0.10
H -0.375 -2.316 -0.575 -0.65 -0.53 1.80
H -0.774 -1.029 -1.530 0.21 -0.23 -1.33
H 0.874 -1.958 -1.515 0.54 0.91 -0.83
H 0.362 1.425 1.798 0.36 0.56 0.87
H -1.498 1.788 1.768 1.97 0.35 0.73
```
Forces are in eV/Å.

Calculated values
Charge = 0
Structure (SMILES) = C[C@@](Cl)(C#N)C(N)=O
2S+1 = 1
Orbital gap = 11.0 eV

Here are the Löwdin charges for atoms 1 to 8, given in e:
1. C -0.09
2. C -0.74
3. Cl 0.71
4. C -0.25
5. N 0.18
6. C -0.55
7. N 0.17
8. O 0.09


Number 1: F_max 0.0924 Eh/bohr. Number 2: F_max 0.0682 Eh/bohr. Number 3: F_max 0.0092 Eh/bohr. Number 4: F_max 0.1327 Eh/bohr. Number 5: F_max 0.1012 Eh/bohr. Number 6: F_max 0.0801 Eh/bohr. Number 7: F_max 0.1038 Eh/bohr. Number 8: F_max 0.1014 Eh/bohr. Number 9: F_max 0.1001 Eh/bohr. Number 10: F_max 0.0735 Eh/bohr.